Entry 1:
Here is a molecular structure, C10H23CaCl3FN2O5P from OMol25. Energies are from wB97M-V/def2-TZVPD.

Geometry as ORCA input:
```
! wB97M-V def2-TZVPD RIJCOSX def2/J DEFGRID3
* xyz 0 1
C -0.810 -0.958 -1.851
C -0.874 -0.691 -0.334
C 0.190 0.277 0.207
C -0.013 1.689 -0.403
P 1.900 -0.389 0.078
C 2.942 1.126 0.500
C 2.946 1.119 2.045
N 3.300 2.438 2.680
O 2.143 -0.808 -1.469
N 3.496 -1.544 -1.831
O 3.945 -2.123 -0.978
H -0.002 -0.440 -2.358
H -0.754 -2.024 -2.050
H -1.738 -0.626 -2.317
H -1.848 -0.268 -0.087
H -0.789 -1.639 0.201
H 0.006 0.380 1.280
H 0.701 1.923 -1.192
H -1.009 1.768 -0.839
H 0.007 2.446 0.384
H 3.998 0.919 0.177
H 2.526 2.080 0.044
H 3.668 0.374 2.366
H 1.934 0.831 2.332
H 3.207 2.236 3.670
H 2.526 3.069 2.479
Ca 4.681 2.522 0.173
F 5.538 -0.810 -3.492
Cl 5.166 1.039 -2.182
C 3.813 -2.182 -5.372
Cl 4.785 -1.680 -6.751
Cl 2.062 -2.144 -5.726
H 4.086 -3.196 -5.109
H 4.041 -1.498 -4.550
C -7.726 0.301 2.397
O -6.623 -0.134 3.200
C -5.481 -0.268 2.532
O -5.317 -0.059 1.358
O -4.542 -0.676 3.389
C -3.260 -0.862 2.791
H -8.581 0.368 3.062
H -7.525 1.281 1.967
H -7.935 -0.419 1.609
H -2.891 0.073 2.373
H -3.301 -1.629 2.019
H -2.589 -1.189 3.580
*
```

Its LUMO energy is -2.0 eV. Its total energy is -3379.71083 a.u.

---

Entry 2:
Here is a molecular structure, C10H16AsF6K2N4O4 from OMol25. Energies are from wB97M-V/def2-TZVPD.

Geometry as ORCA input:
```
! wB97M-V def2-TZVPD RIJCOSX def2/J DEFGRID3
* xyz 1 1
K -0.964 -3.111 5.309
K -3.626 0.588 1.935
As 0.379 0.155 2.618
F -0.937 -0.275 1.438
F 1.572 -0.647 1.558
F 1.581 0.692 3.875
F -0.961 0.878 3.573
F 0.174 -1.442 3.465
F 0.632 1.722 1.713
C -0.584 1.002 -1.774
N 0.099 1.240 -3.099
O 0.558 2.372 -3.208
O 0.019 0.390 -3.976
H 0.194 0.972 -1.011
H -1.158 0.077 -1.829
H -1.283 1.811 -1.561
C 0.910 -4.491 0.894
N 0.499 -4.840 2.355
O 1.301 -4.727 3.256
O -0.676 -5.111 2.510
H 1.653 -5.247 0.638
H 1.421 -3.529 0.918
H 0.060 -4.441 0.214
N 2.881 -1.074 -0.976
C 3.292 -0.146 -1.843
C 3.743 -0.784 -2.954
C 3.559 -2.099 -2.768
C 3.126 -2.326 -1.468
H 2.612 -0.855 -0.028
H 3.172 0.920 -1.718
H 3.978 -0.385 -3.929
H 3.675 -2.801 -3.580
H 2.932 -3.234 -0.915
N -4.401 3.965 0.567
C -3.241 3.669 1.188
C -2.260 3.684 0.203
C -2.843 4.012 -1.054
C -4.205 4.099 -0.819
H -5.289 4.002 1.046
H -3.025 3.510 2.234
H -1.233 3.495 0.479
H -2.299 4.056 -1.986
H -5.037 4.254 -1.489
*
```

The relative energy (zero: lowest compared OMol25 entry of this formula, charge and spin) comes out at 0.0 kJ/mol. Its LUMO energy is -4.1 eV. Its total energy is -4945.22989 a.u.

---

Entry 3:
Here is a single C20H28N2O molecule from OMol25. Energies are from wB97M-V/def2-TZVPD.

Geometry as ORCA input:
```
! wB97M-V def2-TZVPD RIJCOSX def2/J DEFGRID3
* xyz 0 1
C 0.506 -3.868 2.637
C 0.892 -2.492 3.084
C 1.171 -2.379 4.553
C 0.981 -1.437 2.282
C 0.700 -1.428 0.804
N -0.736 -1.522 0.542
C -1.069 -1.851 -0.834
C -0.975 -0.660 -1.792
N -1.841 0.394 -1.301
C -1.985 1.499 -2.237
C -0.740 2.198 -2.525
C 0.346 2.692 -2.686
C 1.598 3.313 -2.916
C 1.842 4.601 -2.438
C 3.065 5.202 -2.667
C 4.053 4.530 -3.368
C 3.816 3.250 -3.842
C 2.596 2.640 -3.620
C -1.400 0.822 0.013
C -1.482 -0.351 1.006
C -2.945 -0.706 1.304
C -3.062 -1.808 2.360
O -2.613 -3.054 1.902
H 0.541 -3.971 1.557
H 1.172 -4.604 3.085
H -0.508 -4.094 2.966
H 1.395 -1.354 4.839
H 0.308 -2.722 5.123
H 2.018 -3.008 4.826
H 1.268 -0.484 2.707
H 1.169 -2.295 0.330
H 1.149 -0.526 0.360
H -0.408 -2.653 -1.173
H -2.095 -2.227 -0.850
H -1.317 -0.965 -2.784
H 0.074 -0.321 -1.879
H -2.396 1.096 -3.170
H -2.710 2.205 -1.816
H 1.067 5.120 -1.893
H 3.249 6.200 -2.297
H 5.007 5.003 -3.545
H 4.586 2.725 -4.389
H 2.404 1.642 -3.989
H -2.050 1.629 0.357
H -0.366 1.212 -0.017
H -1.020 -0.036 1.948
H -3.448 -1.018 0.389
H -3.447 0.189 1.677
H -4.109 -1.943 2.646
H -2.495 -1.506 3.256
H -1.756 -2.883 1.472
*
```

The relative energy (zero: lowest compared OMol25 entry of this formula, charge and spin) comes out at 25.3 kJ/mol. Its LUMO energy is 0.7 eV. Its total energy is -963.56338 a.u.

---

Entry 4:
Here is a molecular structure, C17H14CdCl2O2 from OMol25. Energies are from wB97M-V/def2-TZVPD.

Geometry as ORCA input:
```
! wB97M-V def2-TZVPD RIJCOSX def2/J DEFGRID3
* xyz -2 1
C 2.388 -2.765 0.316
C 2.426 -2.412 -1.049
C 1.080 -2.113 -1.478
H 3.325 -2.332 -1.673
C 0.215 -2.332 -0.344
C 1.016 -2.719 0.745
H 0.685 -2.988 1.748
H 3.236 -3.052 0.936
H 0.758 -2.035 -2.517
H -0.870 -2.250 -0.363
Cd 0.939 0.376 -1.579
Cl 3.059 1.163 -0.680
C 1.315 1.786 -3.360
C 0.062 1.116 -3.661
C 0.385 -0.088 -4.376
H -0.934 1.547 -3.547
C 1.804 -0.200 -4.451
C 2.383 0.932 -3.818
H 3.444 1.143 -3.735
H 1.426 2.788 -2.953
H -0.327 -0.716 -4.916
H 2.349 -0.955 -5.017
Cl -4.502 2.564 5.600
C -3.399 1.889 4.474
C -2.442 0.954 4.929
C -1.527 0.417 4.013
C -1.551 0.776 2.648
C -2.504 1.713 2.224
C -3.431 2.265 3.119
C -0.511 0.211 1.695
O 0.260 -0.566 2.302
O -0.542 0.578 0.472
H -2.439 0.651 5.976
H -0.812 -0.325 4.379
H -2.572 2.004 1.181
H -4.191 2.973 2.761
*
```

The relative energy (zero: lowest compared OMol25 entry of this formula, charge and spin) comes out at 19.1 kJ/mol. Its LUMO energy is 4.1 eV. Its total energy is -1894.82087 a.u.

---

Entry 5:
Here is 2 unconnected molecules or ions with the total composition C6H15O from OMol25. Energies are from wB97M-V/def2-TZVPD.

Geometry as ORCA input:
```
! wB97M-V def2-TZVPD RIJCOSX def2/J DEFGRID3
* xyz -1 1
C 2.166 -0.425 0.528
O 0.975 -0.832 -0.021
C 2.118 -0.524 2.063
H 2.409 0.625 0.227
H 3.037 -1.027 0.185
H 3.108 -0.602 2.533
H 1.567 -1.441 2.280
H 1.586 0.320 2.509
C -0.924 1.571 0.129
C -1.670 0.602 -0.785
C -0.845 0.272 -2.050
C -1.947 -0.715 -0.034
H -1.484 1.723 1.061
H -0.010 1.042 0.409
H -0.771 2.524 -0.381
H -2.624 1.021 -1.135
H -1.496 -0.227 -2.775
H -0.011 -0.374 -1.713
H -0.422 1.158 -2.537
H -2.676 -0.595 0.782
H -2.336 -1.502 -0.689
H -1.010 -1.073 0.412
*
```

The relative energy (zero: lowest compared OMol25 entry of this formula, charge and spin) comes out at 12.3 kJ/mol. Its LUMO energy is 4.3 eV. Its total energy is -312.82529 a.u.